(1)
# C21H33N2O4P2Pm

C21H33N2O4P2Pm as an isolated structure (ωB97M-V with the def2-TZVPD basis set, the OMol25 dataset).

```
! wB97M-V def2-TZVPD RIJCOSX def2/J DEFGRID3
* xyz 0 5
C -3.5563 -2.0955 -0.7418
C -2.1998 -1.6903 -0.5494
N -1.9251 -0.3413 -0.3353
C -2.9500 0.4858 -0.0371
C -4.2792 0.0560 -0.0022
C -4.5877 -1.2515 -0.3809
C -1.1944 -2.6848 -0.5690
P 0.5374 -2.4258 -0.1699
Pm 0.5596 0.4168 0.4008
P -1.0812 2.6395 -0.3507
C -2.6675 1.9416 0.3541
C 2.8949 0.6033 -0.7479
C 3.8338 0.0949 0.1137
C 5.1470 0.6211 0.0405
C 5.4545 1.6071 -0.9065
C 4.4778 2.0527 -1.7983
C 3.1654 1.5334 -1.7271
O -1.1927 -3.1099 -3.9449
O 1.6286 -0.9518 -4.5130
H -3.7256 -3.1253 -1.0497
H -5.0364 0.7680 0.3097
H -5.6210 -1.5906 -0.3869
C 0.3979 -3.4832 1.3318
C 1.6236 -3.4356 -1.2676
H -3.4988 2.5843 0.0101
H -2.6165 2.0174 1.4598
H -1.0905 -2.8134 -3.0207
H -1.5311 -3.6456 -1.0000
C -0.8074 4.0300 0.8048
C -1.7326 3.5091 -1.8183
H 3.5936 -0.6882 0.8420
H 5.9072 0.2715 0.7366
H 6.4620 2.0201 -0.9524
H 4.7108 2.8107 -2.5442
H 2.4000 1.8666 -2.4260
H 0.3911 0.4670 -1.6044
H 2.3161 -1.2552 -3.8608
H 0.7772 -1.2738 -4.1083
H -1.6832 -2.3786 -4.3304
H 0.2884 1.1672 -1.9221
H 0.2380 -4.5092 0.9736
H 1.2956 -3.3923 1.9505
H -0.4878 -3.1442 1.8890
H 1.3213 -4.4919 -1.2616
H 1.6287 -3.0625 -2.3031
H 2.6529 -3.3552 -0.8849
H -2.3807 4.3489 -1.5268
H -0.8776 3.8925 -2.3937
H -2.2961 2.8100 -2.4513
H -1.6146 4.7702 0.7246
H -0.7288 3.6607 1.8369
H 0.1494 4.4962 0.5341
O -1.9382 -1.5895 3.1858
C -1.1183 -0.7235 3.4280
C -0.7471 -0.0797 4.7451
C 0.4022 0.8644 4.4407
C 0.4986 0.7883 2.9356
O 1.2309 1.5200 2.1778
N -0.3132 -0.1515 2.4250
H -1.6150 0.4643 5.1340
H -0.4597 -0.8504 5.4660
H 0.2215 1.8968 4.7559
H 1.3481 0.5142 4.8805
*
```

Values from the calculation:
- Gap between HOMO and LUMO (spin up / spin down): 6.31 / 6.30 eV
- E_LUMO (spin up / spin down): 0.0530 / 0.0510 eV
- HOMO energy (spin up / spin down): -0.2298 / -0.2298 hartree

Results of the Mulliken charge analysis, in e, for atoms 1 through 5:
1. C -1.223
2. C 1.270
3. N 0.261
4. C 0.760
5. C -0.940

=====

(2)
# C21H33N3O5

One molecule with the formula C21H33N3O5 (ωB97M-V with the def2-TZVPD basis set, the OMol25 dataset).

```
! wB97M-V def2-TZVPD RIJCOSX def2/J DEFGRID3
* xyz 0 1
C -3.4350 -1.1476 -2.8580
H -4.3834 -0.6095 -2.8948
O -2.3419 -0.2742 -2.6705
C -2.1419 0.3752 -1.4911
C -0.8502 0.8823 -1.3507
C -0.4723 1.5613 -0.2081
C -1.3990 1.7404 0.8142
C -2.6959 1.2747 0.6867
C -3.0880 0.5745 -0.4739
O -4.3684 0.1213 -0.6727
C -5.0513 -0.5004 0.3983
H -4.3815 -1.1336 0.9858
H -5.8190 -1.1198 -0.0669
H -5.5221 0.2320 1.0558
O -3.6578 1.4690 1.6377
C -3.3008 2.1304 2.8279
H -2.9727 3.1560 2.6349
H -2.5164 1.5918 3.3680
H -4.2071 2.1498 3.4317
H -1.0726 2.2679 1.6950
C 0.8983 2.0840 0.0191
O 1.3447 2.2860 1.1408
N 1.6122 2.3614 -1.0913
H 1.2220 2.1486 -1.9940
C 2.9557 2.8896 -1.0543
H 3.0122 3.7465 -1.7352
H 3.1366 3.2499 -0.0389
C 4.0067 1.8628 -1.4723
C 4.1324 0.5916 -0.6336
O 4.6884 -0.3864 -1.1019
N 3.6881 0.6497 0.6317
H 3.0714 1.3906 0.9439
C 3.7537 -0.4976 1.5044
H 4.3059 -1.2780 0.9772
C 2.3707 -0.9754 1.9489
N 1.4268 -1.2323 0.8760
C 0.1209 -1.4970 1.4673
C -0.9076 -2.1684 0.5602
H -0.8340 -1.7709 -0.4503
H -1.8958 -1.8991 0.9445
C -0.8049 -3.6944 0.5483
H -0.7387 -4.0497 1.5805
C 0.3794 -4.2349 -0.2481
C 1.7241 -3.6626 0.1928
H 1.8609 -3.8140 1.2654
C 1.8599 -2.1682 -0.1439
H 2.8964 -1.9375 -0.3842
H 1.2812 -1.9559 -1.0485
H 2.5177 -4.2106 -0.3191
H 0.3979 -5.3234 -0.1448
H 0.2342 -4.0084 -1.3076
H -1.7235 -4.1069 0.1212
H 0.2216 -2.1185 2.3768
H -0.2703 -0.5232 1.7858
H 2.5164 -1.8584 2.6015
H 1.9230 -0.1832 2.5588
H 4.3175 -0.2287 2.4059
H 4.9898 2.3405 -1.4578
H 3.8253 1.5387 -2.4997
H -0.1621 0.6639 -2.1517
H -3.4772 -1.9095 -2.0756
H -3.2476 -1.6279 -3.8187
*
```

Values from the calculation:
- Gap between HOMO and LUMO: 8.63 eV
- E_LUMO: 0.6471 eV
- HOMO energy: -0.2935 hartree
- ΔE to the lowest compared entry with this formula, charge and spin: 0.0 kJ/mol

Results of the Mulliken charge analysis, in e, for atoms 1 through 5:
1. C -0.732
2. H 0.264
3. O -0.488
4. C -0.978
5. C -0.584

=====

(3)
# C21H33N3O7P2Sr

C21H33N3O7P2Sr as an isolated structure (ωB97M-V with the def2-TZVPD basis set, the OMol25 dataset).

```
! wB97M-V def2-TZVPD RIJCOSX def2/J DEFGRID3
* xyz 0 1
P 2.3141 1.4807 -0.1700
P -2.2971 2.6781 -1.0041
C 0.9747 1.9838 -1.3724
C -0.3021 2.6932 -0.8188
H 1.0146 1.2935 -2.2440
H 1.4745 2.7932 -1.9470
H -0.3665 2.5212 0.2920
H -0.2700 3.8012 -1.0345
C -2.5438 1.4433 -2.3931
H -3.0624 0.5467 -2.0348
H -1.5862 1.1897 -2.8583
H -3.0867 1.9077 -3.2182
C -2.7371 4.2131 -2.0447
H -2.9737 3.9301 -3.1022
H -1.9273 4.9850 -2.0245
H -3.6504 4.6618 -1.5685
C 3.7020 0.8853 -1.1601
H 4.3541 0.2280 -0.5782
H 4.3224 1.7178 -1.5001
H 3.4000 0.3143 -2.0370
C 2.6871 3.1588 0.3631
H 1.7627 3.7405 0.2925
H 3.4465 3.5421 -0.3313
H 3.0460 3.1409 1.3950
Sr -0.2858 -0.6615 -2.4622
C -0.2753 2.6373 -4.3073
C -0.1603 1.5628 -5.1142
C 0.8834 1.5768 -6.2047
C 2.2295 2.1230 -5.7485
C 2.4900 1.9956 -4.2566
C 2.5917 3.0922 -3.4650
C 1.5704 4.2378 -3.4883
C 0.3614 3.9941 -4.4008
C 2.1032 0.1816 1.0376
H -1.0296 2.7333 -3.5317
H -0.9055 0.7409 -5.1524
H 0.5671 2.1801 -7.0685
H 1.0253 0.5659 -6.5889
H 3.0460 1.6279 -6.3032
H 2.3177 3.1622 -6.0860
H 2.6999 0.9723 -3.9361
H 3.5413 3.2956 -2.9035
H 2.0524 5.1849 -3.7907
H 1.2263 4.4117 -2.4538
H -0.4217 4.7306 -4.1197
H 0.6276 4.2414 -5.4262
H 1.2533 0.4324 1.6882
H 3.0099 0.1118 1.6637
H 1.9415 -0.8294 0.6309
O -2.3610 -2.8845 4.9646
N -1.8289 -3.5185 4.0318
O -1.2760 -4.6231 4.2063
C -1.8573 -2.9349 2.7175
C -2.3682 -1.6448 2.4991
C -2.2565 -1.1088 1.2226
C -1.8755 -1.9267 0.0870
O -2.2069 -1.6554 -1.1193
C -0.9867 -3.0170 0.4528
C -1.1793 -3.6259 1.6890
N 0.1278 -3.4179 -0.4003
O 0.6248 -4.5522 -0.3257
O 0.6593 -2.4615 -1.1182
N -1.8088 0.2400 1.0772
O -2.2570 1.1590 1.7681
O -0.8193 0.3991 0.2769
H -2.7464 -1.0351 3.3215
H -0.7500 -4.6086 1.8657
*
```

Values from the calculation:
- Gap between HOMO and LUMO (spin up / spin down): 3.15 / 3.44 eV
- E_LUMO (spin up / spin down): -1.3673 / -1.3656 eV
- HOMO energy (spin up / spin down): -0.1661 / -0.1766 hartree
- ΔE to the lowest compared entry with this formula, charge and spin: 182.0 kJ/mol

Results of the Mulliken charge analysis, in e, for atoms 1 through 5:
1. P 1.134
2. P 0.223
3. C 3.937
4. C -1.200
5. H -1.789

=====

(4)
# C21H33N4O16

A 6-piece molecular cluster, C21H33N4O16 overall (ωB97M-V with the def2-TZVPD basis set, the OMol25 dataset).

```
! wB97M-V def2-TZVPD RIJCOSX def2/J DEFGRID3
* xyz 1 1
C 1.2719 -3.5849 1.6981
C 1.8701 -4.1611 0.3859
C 3.4124 -4.2524 0.5624
C 4.2090 -4.0369 -0.7330
O 5.0413 -2.7963 -0.7086
C 4.3891 -1.8384 -1.2887
N 3.2879 -1.3343 -0.7414
C 2.8977 -0.3864 -1.6187
N 1.8271 0.3428 -1.3384
N 3.7203 -0.3080 -2.6580
N 4.6657 -1.2540 -2.4312
H 1.3086 -2.4858 1.6759
H 0.2111 -3.8402 1.7568
H 1.8246 -3.9694 2.5550
H 1.5730 -3.4769 -0.4198
H 1.4390 -5.1403 0.1487
H 3.6209 -5.2340 1.0028
H 3.6982 -3.4996 1.3059
H 4.9125 -4.8445 -0.9453
H 3.5034 -3.9265 -1.5644
H 1.1541 0.6963 -2.0077
H 1.6268 0.5025 -0.3619
H 3.6647 0.3388 -3.4351
H 5.4571 -1.4556 -3.0271
C 1.3124 1.1639 -6.8730
C 2.7413 1.1657 -6.3926
O 2.6590 1.9260 -5.1764
C 1.3779 1.8428 -4.7296
O 1.0106 2.2262 -3.6599
O 0.5753 1.2709 -5.6478
H 1.0483 0.2550 -7.4074
H 1.0783 2.0246 -7.5005
H 3.1045 0.1617 -6.1585
H 3.4244 1.6328 -7.0974
C -0.1813 -5.9681 6.2241
C 0.3381 -4.6035 5.8455
O 0.5831 -4.7389 4.4432
C -0.2120 -5.7490 3.9847
O -0.3779 -6.0109 2.8382
O -0.7905 -6.4156 5.0124
H -0.9075 -5.9337 7.0328
H 0.6178 -6.6611 6.4942
H -0.4019 -3.8153 5.9997
H 1.2514 -4.3395 6.3744
C -2.3609 3.7363 -3.6920
C -2.3467 3.2064 -2.2879
O -3.6437 3.5506 -1.8094
C -4.4613 3.6875 -2.8943
O -5.6382 3.8083 -2.8336
O -3.7408 3.6667 -4.0500
H -1.7562 3.1374 -4.3698
H -2.0348 4.7774 -3.7490
H -2.2340 2.1207 -2.2516
H -1.5711 3.6641 -1.6765
C -3.8701 4.7986 0.9633
C -4.9360 4.1231 1.7749
O -4.6346 4.5514 3.1068
C -3.9433 5.7200 3.0158
O -3.6831 6.4197 3.9394
O -3.5816 5.9726 1.7300
H -4.2066 5.0576 -0.0348
H -2.9642 4.1929 0.8890
H -5.9422 4.4566 1.5139
H -4.8893 3.0415 1.6934
C -0.7648 1.7236 3.4083
C -2.2214 1.9881 3.6932
O -2.7986 1.9932 2.3828
C -1.9875 1.2709 1.5705
O -2.2595 0.9469 0.4585
O -0.8164 0.9702 2.1910
H -0.2772 1.1546 4.1964
H -0.1995 2.6408 3.2308
H -2.6870 1.1939 4.2792
H -2.3873 2.9395 4.1938
*
```

Values from the calculation:
- Gap between HOMO and LUMO: 9.34 eV
- E_LUMO: -2.8805 eV
- HOMO energy: -0.4492 hartree

Results of the Mulliken charge analysis, in e, for atoms 1 through 5:
1. C -1.254
2. C -0.298
3. C -0.689
4. C -0.674
5. O -0.452

=====

no.,maximum force (Eh/bohr)
1,0.072
2,0.014
3,0.072
4,0.055